(1)
{"formula": "C3H9N2O3", "method": "wB97M-V/def2-TZVPD", "symbols": ["C", "N", "C", "O", "H", "H", "H", "H", "H", "H", "H", "N", "C", "O", "O", "H", "H"], "coordinates": [[0.526, -2.086, 0.687], [1.088, -1.159, -0.310], [1.831, -0.008, 0.348], [2.196, 0.992, -0.587], [1.332, -2.435, 1.368], [-0.001, -2.953, 0.227], [-0.227, -1.510, 1.252], [0.261, -0.666, -0.675], [1.157, 0.381, 1.212], [2.722, -0.404, 0.886], [1.313, 1.374, -0.766], [-2.640, 1.757, -0.838], [-1.526, 0.996, -0.484], [-1.696, -0.083, 0.156], [-0.415, 1.436, -0.956], [-3.449, 1.709, -0.252], [-2.470, 2.659, -1.268]], "forces_ev_per_angstrom": [[0.1, 0.6, 0.3], [0.4, 0.9, 0.1], [-0.9, -1.0, 1.0], [-0.4, -0.9, 1.2], [-0.4, 0.0, -0.4], [0.6, 0.6, 0.1], [0.1, -0.5, 0.3], [0.4, -0.3, -0.1], [0.8, -0.1, -1.3], [-0.2, 0.2, -0.7], [-0.2, 0.2, -0.4], [-0.5, 0.6, -0.3], [1.5, -0.9, -0.3], [-0.2, 1.4, -0.4], [-1.1, -0.1, 0.5], [-0.2, -0.2, 0.2], [0.2, -0.4, 0.3]], "nbo_charge": [-0.43, -0.68, 0.10, -0.76, 0.16, 0.18, 0.21, 0.40, 0.12, 0.13, 0.52, -0.89, 0.87, -0.80, -0.86, 0.36, 0.37], "homo_energy_ev": -4.574, "total_charge": -1}

(2)
{"formula": "C24H53GeN3O11PTeTi", "method": "wB97M-V/def2-TZVPD", "symbols": ["Ti", "C", "N", "C", "C", "O", "C", "O", "C", "C", "O", "N", "C", "C", "H", "H", "H", "H", "H", "H", "H", "H", "H", "H", "H", "H", "H", "H", "H", "H", "C", "C", "C", "C", "O", "Ge", "O", "C", "C", "C", "C", "O", "C", "C", "C", "C", "H", "H", "H", "H", "H", "H", "H", "H", "H", "H", "H", "H", "H", "H", "H", "H", "H", "H", "H", "H", "H", "H", "H", "H", "H", "H", "H", "O", "N", "O", "C", "C", "O", "P", "O", "Te", "O", "C", "C", "H", "H", "H", "H", "H", "H", "H", "H", "H", "H"], "coordinates": [[-0.596, 0.465, -0.323], [3.249, 3.982, 1.293], [2.878, 3.557, -0.048], [3.236, 4.430, -1.164], [2.150, 2.456, -0.244], [1.668, 1.790, 0.660], [2.125, 1.890, -1.668], [1.688, 0.538, -1.644], [2.563, -0.306, -0.921], [1.815, -0.924, 0.229], [0.603, -0.780, 0.287], [2.467, -1.546, 1.185], [1.660, -2.359, 2.106], [3.800, -2.075, 0.891], [4.325, 4.172, 1.322], [3.001, 3.193, 1.996], [2.718, 4.888, 1.584], [3.392, 5.434, -0.776], [2.421, 4.476, -1.885], [4.156, 4.107, -1.659], [3.125, 1.960, -2.101], [1.432, 2.439, -2.303], [3.424, 0.245, -0.549], [2.913, -1.092, -1.584], [1.385, -3.308, 1.643], [0.756, -1.821, 2.372], [2.245, -2.550, 3.004], [3.755, -2.938, 0.224], [4.261, -2.384, 1.825], [4.433, -1.311, 0.444], [0.130, -4.206, -3.474], [1.031, -3.111, -2.879], [2.286, -3.791, -2.339], [1.395, -2.119, -3.986], [0.413, -2.423, -1.800], [-1.422, -2.053, -1.893], [-1.998, -1.337, -0.194], [-2.926, -1.955, 0.701], [-4.088, -1.003, 0.966], [-2.207, -2.294, 2.004], [-3.489, -3.239, 0.090], [-1.124, -0.081, -2.214], [-2.039, 0.617, -3.116], [-3.137, 1.355, -2.344], [-2.718, -0.374, -4.067], [-1.196, 1.578, -3.938], [0.686, -4.801, -4.202], [-0.739, -3.772, -3.972], [-0.235, -4.864, -2.679], [2.767, -4.387, -3.118], [2.017, -4.450, -1.507], [3.011, -3.057, -1.978], [1.977, -2.605, -4.774], [1.968, -1.280, -3.582], [0.482, -1.705, -4.426], [-3.733, -0.062, 1.376], [-4.782, -1.458, 1.678], [-4.624, -0.802, 0.035], [-1.795, -1.387, 2.449], [-1.387, -2.990, 1.800], [-2.893, -2.754, 2.719], [-4.002, -3.023, -0.850], [-4.201, -3.698, 0.779], [-2.689, -3.956, -0.120], [-3.463, 0.746, -1.498], [-3.995, 1.528, -2.997], [-2.794, 2.314, -1.966], [-3.439, -1.001, -3.540], [-1.982, -1.025, -4.547], [-3.248, 0.183, -4.842], [-0.752, 2.340, -3.296], [-1.813, 2.079, -4.689], [-0.397, 1.024, -4.441], [-0.043, 4.162, -1.728], [-0.264, 3.507, -0.700], [-0.666, 2.200, -0.813], [1.432, 0.594, 4.941], [1.356, 1.192, 3.552], [0.158, 0.748, 2.882], [-1.041, 1.677, 2.374], [-1.689, 0.930, 1.214], [-0.579, 3.988, 2.082], [-2.139, 1.496, 3.526], [-2.105, 2.155, 4.801], [-3.514, 2.190, 5.344], [2.389, 0.861, 5.397], [1.353, -0.495, 4.897], [0.630, 0.967, 5.578], [2.195, 0.863, 2.943], [1.374, 2.279, 3.589], [-1.711, 3.164, 4.688], [-1.447, 1.603, 5.474], [-4.162, 2.746, 4.665], [-3.524, 2.671, 6.323], [-3.905, 1.175, 5.443]], "forces_ev_per_angstrom": [[-2.8, 1.1, -2.1], [0.0, 0.0, -0.1], [0.2, 0.6, -0.1], [0.0, -0.1, 0.1], [0.4, -0.3, -0.4], [0.0, -0.5, 0.6], [-0.3, 0.0, 0.0], [0.2, 0.1, 0.3], [-0.2, 0.2, -0.4], [0.6, 0.8, -0.5], [0.8, -2.0, 1.4], [0.6, -1.5, 0.3], [0.2, 0.2, 0.2], [0.1, 0.2, 0.3], [0.0, 0.0, 0.0], [0.0, 0.0, 0.0], [0.0, 0.0, 0.0], [0.0, 0.0, 0.0], [0.0, 0.0, 0.0], [0.0, 0.0, 0.0], [0.1, -0.1, -0.1], [-0.1, 0.0, 0.0], [0.1, 0.0, 0.1], [0.1, -0.2, -0.1], [0.0, 0.0, -0.1], [0.0, 0.1, 0.0], [0.0, 0.0, 0.0], [-0.1, 0.0, 0.0], [0.0, 0.0, 0.0], [0.0, 0.0, 0.0], [-0.1, 0.0, 0.1], [-0.2, -0.2, -0.2], [0.0, 0.0, 0.1], [0.0, 0.1, 0.1], [0.2, 0.1, 0.4], [-0.8, 0.1, -0.5], [0.7, -0.2, -0.4], [0.0, -0.3, 0.1], [0.0, 0.1, 0.0], [0.1, 0.1, 0.0], [0.1, 0.0, -0.1], [-0.3, -0.5, -0.3], [0.0, -0.1, -0.1], [0.1, 0.0, 0.1], [0.2, -0.1, 0.1], [0.2, 0.0, 0.0], [0.0, 0.0, 0.0], [0.0, -0.1, 0.0], [0.0, 0.0, -0.1], [0.0, 0.0, 0.0], [0.0, 0.0, -0.1], [0.0, 0.0, 0.0], [0.0, 0.0, 0.0], [0.0, -0.1, 0.0], [0.1, 0.0, 0.0], [0.0, 0.0, 0.0], [0.0, 0.0, -0.1], [0.0, 0.0, 0.0], [0.0, 0.0, 0.0], [-0.1, 0.0, 0.0], [0.0, 0.0, 0.0], [0.0, 0.0, 0.0], [0.1, 0.0, 0.0], [-0.1, 0.0, 0.0], [-0.1, 0.0, 0.0], [0.0, 0.0, 0.0], [0.0, 0.0, 0.1], [0.0, 0.0, -0.1], [-0.1, 0.0, 0.0], [0.0, 0.0, 0.0], [0.0, 0.0, 0.0], [0.0, 0.0, 0.0], [-0.1, 0.1, 0.0], [0.1, 0.2, -0.2], [-0.4, -0.4, 0.5], [0.5, 2.0, -0.8], [-0.1, -0.1, -0.1], [-0.1, -0.1, 0.0], [0.4, 0.2, 0.0], [-0.9, 0.0, 0.7], [0.4, 0.4, 1.4], [0.1, 0.0, -0.1], [0.0, 0.1, 0.0], [-0.1, -0.1, -0.1], [-0.1, -0.1, -0.1], [-0.1, 0.0, 0.0], [0.0, 0.1, 0.0], [0.0, 0.0, 0.0], [0.0, 0.0, -0.1], [0.0, 0.1, -0.1], [0.1, 0.1, -0.1], [0.0, -0.1, 0.0], [0.0, 0.0, 0.1], [0.0, 0.0, 0.0], [0.0, 0.1, 0.0]], "lowdin_spin": [0.92, 0.00, 0.01, 0.00, 0.01, 0.02, 0.00, 0.01, 0.00, 0.02, 0.01, 0.01, 0.00, 0.00, 0.00, 0.00, 0.00, 0.00, 0.00, 0.00, 0.00, 0.00, 0.00, 0.00, 0.00, 0.00, 0.00, 0.00, 0.00, 0.00, 0.00, 0.00, 0.00, 0.00, 0.00, 0.00, 0.02, 0.00, 0.00, 0.00, 0.00, 0.01, 0.00, 0.00, 0.00, 0.00, 0.00, 0.00, 0.00, 0.00, 0.00, 0.00, 0.00, 0.00, 0.00, 0.00, 0.00, 0.00, 0.00, 0.00, 0.00, 0.00, 0.00, 0.00, 0.00, 0.00, 0.00, 0.00, 0.00, 0.00, 0.00, 0.00, 0.00, 0.54, 0.82, 0.16, 0.00, 0.00, 0.00, 0.04, 0.02, 0.30, 0.01, 0.01, 0.00, 0.00, 0.00, 0.00, 0.00, 0.00, 0.02, 0.00, 0.00, 0.00, 0.00], "s2": 3.76, "homo_energy_ev": [-6.220, -7.170], "multiplicity": 4}

(3)
{"formula": "C4H8N2", "method": "wB97M-V/def2-TZVPD", "symbols": ["C", "N", "C", "C", "C", "N", "H", "H", "H", "H", "H", "H", "H", "H"], "coordinates": [[2.094, -0.686, 0.420], [1.382, -1.362, 1.227], [0.301, 0.253, -1.290], [-0.843, 0.910, -0.781], [-1.408, -0.200, 0.133], [-0.931, 1.047, 0.678], [2.524, -1.168, -0.461], [2.359, 0.370, 0.544], [1.067, -0.744, 1.977], [0.081, -0.041, -2.330], [-1.610, 1.401, -1.382], [-0.820, -1.080, 0.383], [-2.476, -0.348, -0.031], [-1.718, 1.648, 0.914]], "forces_ev_per_angstrom": [[0.1, -0.2, 0.1], [0.3, 0.3, 0.1], [-0.5, 0.1, -0.1], [0.2, 0.2, -0.5], [-0.1, -0.4, 0.2], [-0.1, 0.1, 0.0], [-0.1, 0.0, 0.2], [-0.1, -0.2, 0.1], [0.0, -0.1, 0.0], [-0.1, 0.2, 0.0], [0.0, 0.0, 0.1], [0.0, 0.1, -0.1], [0.2, 0.0, 0.1], [0.1, 0.0, -0.1]], "nbo_charge": [0.00, -0.69, -0.08, -0.25, -0.19, -0.57, 0.16, 0.15, 0.33, 0.12, 0.20, 0.26, 0.21, 0.36], "homo_energy_ev": -8.392}

no.,total energy (Ha)
1,-455.015044
2,-5474.038489
3,-266.506127